No. 1
{
  "formula": "C4H13NOS",
  "method": "ωB97M-V with the def2-TZVPD basis set",
  "symbols": ["C", "N", "C", "C", "S", "C", "H", "H", "H", "H", "H", "H", "H", "H", "H", "H", "H", "H", "H", "O"],
  "coordinates": [[0.70913, -1.19259, -0.79426], [0.44441, -0.33302, 0.33765], [0.67618, 1.09935, 0.15047], [-0.53201, 1.99998, 0.02418], [-1.86192, 1.59354, 1.24790], [0.02951, -0.81317, -2.12122], [0.39050, -2.20319, -0.53499], [1.79211, -1.12494, -0.95338], [-0.31040, -0.37695, 1.00165], [1.35216, 1.50659, 0.90864], [1.15868, 1.27370, -0.81651], [-0.95069, 1.83792, -0.97167], [-0.27173, 3.04249, 0.17265], [-2.18815, 2.83293, 1.59629], [0.38575, 0.11654, -2.53917], [-1.04281, -0.69875, -1.93904], [0.22180, -1.63953, -2.80458], [-0.69787, -2.52189, 3.00331], [0.43887, -2.07860, 2.05678], [0.25646, -2.32041, 2.97528]],
  "forces_ev_per_angstrom": [[-0.5, 0.6, -0.1], [0.3, 1.9, 0.5], [0.9, 0.2, -0.3], [-1.1, -0.5, 0.1], [0.3, -0.2, -0.2], [-0.4, -0.5, 0.8], [0.3, -0.1, 0.0], [-0.1, -0.5, 0.1], [-0.4, -1.2, -0.4], [-0.1, -0.2, 0.2], [0.5, -0.3, 0.2], [-0.2, 0.3, 0.1], [0.1, 0.0, -0.2], [0.0, 0.3, 0.0], [0.3, 0.2, -0.2], [0.0, -0.2, -0.2], [-0.2, 0.2, -0.3], [0.7, 0.1, 0.0], [0.1, 0.1, 0.2], [-0.7, -0.2, -0.1]],
  "lowdin_charge": [-0.2772, -0.1025, -0.3150, -0.5178, 0.6912, -0.0964, 0.1095, 0.1133, 0.0428, 0.1111, 0.1067, 0.0573, 0.0702, -0.1687, 0.0560, 0.0759, 0.0700, 0.0449, -0.0022, -0.0691],
  "energy_ev": -18730.922,
  "de_lowest_kcal_mol": 25.1,
  "smiles": "CCNCCS.O",
  "e_lumo_ev": 0.75
}

***

No. 2
{
  "formula": "C4H13NOS",
  "method": "ωB97M-V with the def2-TZVPD basis set",
  "symbols": ["C", "C", "S", "C", "N", "C", "H", "H", "H", "H", "H", "H", "H", "H", "H", "H", "H", "H", "H", "O"],
  "coordinates": [[-0.49881, 1.30102, 0.52017], [-0.77647, 2.04199, -0.78282], [-1.12795, 0.85616, -2.12827], [0.98654, 0.91232, 0.61933], [1.15563, -0.14405, 1.59651], [2.52785, -0.46800, 1.94520], [-1.05200, 0.35956, 0.49403], [-0.76920, 1.83473, 1.42832], [-1.61533, 2.72507, -0.70236], [0.08931, 2.65040, -1.05577], [-1.81770, 1.72036, -2.88190], [1.52573, 1.78218, 0.97444], [1.34816, 0.66881, -0.37827], [0.64354, -0.95401, 1.28036], [2.56169, -0.81801, 2.96994], [2.93758, -1.27244, 1.33032], [3.13779, 0.42880, 1.84549], [-2.92205, -4.33357, -1.60077], [-2.87647, -4.70659, -3.11548], [-3.45784, -4.58476, -2.35848]],
  "forces_ev_per_angstrom": [[0.6, -0.8, -0.3], [0.1, 0.4, 0.1], [0.0, 0.1, 0.1], [-0.7, 0.1, 0.4], [-0.3, 0.3, 0.0], [-0.3, -0.3, -0.2], [-0.3, 0.1, 0.2], [-0.2, 0.2, -0.1], [-0.2, -0.1, 0.1], [0.0, -0.1, 0.0], [0.0, -0.1, -0.1], [0.3, 0.2, 0.0], [0.3, -0.2, -0.3], [0.0, -0.2, 0.1], [0.1, 0.0, 0.3], [0.3, 0.1, -0.2], [0.1, -0.1, 0.1], [0.2, 0.0, -0.2], [0.1, 0.1, 0.2], [-0.3, -0.1, 0.0]],
  "lowdin_charge": [-0.2747, -0.5656, 0.6841, -0.2827, -0.1379, -0.1305, 0.0843, 0.1113, 0.0646, 0.0681, -0.1562, 0.1133, 0.1064, 0.1004, 0.0660, 0.0727, 0.0764, 0.0302, 0.0315, -0.0618],
  "energy_ev": -18731.079,
  "de_lowest_kcal_mol": 21.5,
  "smiles": "CNCCCS.O",
  "e_lumo_ev": 0.66
}

***

No. 3
{
  "formula": "C4H13NOS",
  "method": "ωB97M-V with the def2-TZVPD basis set",
  "symbols": ["C", "N", "C", "C", "S", "C", "H", "H", "H", "H", "H", "H", "H", "H", "H", "H", "H", "H", "H", "O"],
  "coordinates": [[2.26424, 0.14666, -1.45070], [0.83799, 0.03119, -1.11794], [0.57067, -0.54720, 0.20449], [-0.56441, 0.32944, 0.93655], [-0.59100, -0.17939, 2.65417], [0.07379, -1.98246, 0.17460], [2.62701, -0.77927, -1.93354], [2.45794, 0.94013, -2.20127], [2.86899, 0.42797, -0.59192], [0.50698, -0.59159, -1.84534], [1.48830, -0.50919, 0.81831], [0.03779, 1.25365, 0.97989], [-1.47487, 0.41343, 0.36525], [-1.57473, -1.11618, 2.47308], [0.55438, -2.59425, -0.61247], [0.16886, -2.55670, 1.09006], [-0.96949, -2.09798, -0.11225], [-1.12601, 2.78420, -3.57014], [-1.39662, 1.55986, -2.74121], [-1.85881, 2.27908, -3.18326]],
  "forces_ev_per_angstrom": [[0.3, 0.3, -0.9], [0.5, -0.1, -0.2], [-1.7, -0.1, 0.3], [4.1, 0.0, -0.3], [-1.6, -0.5, 0.1], [0.2, -1.4, -1.3], [0.3, 0.2, 0.5], [-0.4, -0.3, 0.3], [0.0, -0.3, 0.1], [-0.6, 0.0, 0.3], [-0.4, 0.2, -0.2], [-1.2, 0.3, -0.1], [-0.3, 0.0, 0.1], [0.6, 0.4, 0.4], [0.4, 0.3, 0.3], [0.2, 0.3, 0.3], [-0.4, 0.5, 0.1], [-0.4, -0.1, 0.1], [0.0, -0.1, 0.2], [0.5, 0.2, -0.2]],
  "lowdin_charge": [-0.1292, -0.1007, -0.4843, -0.5357, 0.7060, -0.1104, 0.0792, 0.0745, 0.0732, 0.0924, 0.1199, 0.0620, 0.0760, -0.1189, 0.0793, 0.0594, 0.0747, 0.0389, 0.0100, -0.0665],
  "energy_ev": -18730.756,
  "de_lowest_kcal_mol": 28.9,
  "smiles": "CN[C@H](C)CS.O",
  "e_lumo_ev": 0.74
}

***

No. 4
{
  "formula": "C4H13NOS",
  "method": "ωB97M-V with the def2-TZVPD basis set",
  "symbols": ["C", "C", "S", "C", "N", "C", "H", "H", "H", "H", "H", "H", "H", "H", "H", "H", "H", "H", "H", "O"],
  "coordinates": [[1.06215, 0.35802, 1.03812], [0.33816, 1.31440, 1.93243], [0.39051, 2.93925, 1.15658], [0.14943, -0.07201, -0.11247], [0.74771, -0.76460, -1.19659], [0.51450, -2.19947, -1.27936], [1.98305, 0.74696, 0.60450], [1.37609, -0.52253, 1.55846], [0.84720, 1.41124, 2.89144], [-0.70527, 1.01999, 2.08574], [-0.09515, 3.68393, 2.16403], [-0.71614, -0.58837, 0.28008], [-0.36183, 0.83111, -0.54472], [1.76588, -0.69945, -1.08050], [1.03216, -2.76699, -0.49829], [0.69153, -2.54492, -2.29399], [-0.53894, -2.40132, -1.09537], [-3.16872, 0.65471, -2.29909], [-2.24203, -0.18531, -1.41520], [-3.07031, -0.21464, -1.89578]],
  "forces_ev_per_angstrom": [[0.4, -0.2, -1.1], [0.0, 0.7, 0.4], [0.0, 0.3, -0.4], [-1.4, 1.1, -0.5], [1.7, -1.7, 2.9], [-2.0, -0.2, -1.0], [0.1, 0.5, 0.2], [0.0, -0.7, 0.5], [-0.1, -0.3, 0.0], [0.2, -0.1, 0.2], [-0.1, -0.2, 0.0], [-0.3, -0.7, -0.1], [0.5, 0.2, 0.2], [0.0, 1.0, -1.2], [0.6, 0.3, -0.2], [0.6, -0.2, 0.1], [-0.2, 0.1, 0.0], [0.0, 0.0, 0.0], [0.0, 0.1, 0.0], [0.0, -0.1, 0.0]],
  "mulliken_spin": [0.0562, -0.0209, 0.1262, -0.0064, 0.6325, 0.0072, 0.0016, 0.0042, 0.0213, 0.0074, -0.0005, 0.0241, 0.0910, -0.0083, 0.0477, 0.0135, 0.0025, 0.0000, 0.0006, 0.0003],
  "multiplicity": 2,
  "energy_ev": -18722.174,
  "de_lowest_kcal_mol": 34.3,
  "total_charge": 1,
  "s_squared": 0.7554,
  "e_lumo_ev": [-3.00, -8.64]
}

***

No. 5
{
  "formula": "C4H13NOS2",
  "method": "ωB97M-V with the def2-TZVPD basis set",
  "symbols": ["S", "S", "C", "C", "N", "C", "C", "H", "H", "H", "H", "H", "H", "H", "H", "H", "H", "H", "H", "H", "O"],
  "coordinates": [[-0.75645, -0.34786, 3.76136], [0.81741, -1.06438, 2.66451], [0.02493, -1.83337, 1.25369], [-0.80614, -0.89778, 0.41631], [0.01127, 0.18805, -0.13065], [-0.70593, 1.12573, -0.95978], [0.22208, 2.19962, -1.49175], [-0.91997, 0.87472, 3.22312], [0.78949, -2.23422, 0.59405], [-0.61375, -2.64755, 1.57717], [-1.37964, -1.33599, -0.39687], [-1.58512, -0.43333, 1.01798], [0.56380, 0.64268, 0.57693], [-1.52865, 1.59982, -0.40638], [-1.17375, 0.62665, -1.78441], [1.02903, 1.78747, -2.09784], [-0.27359, 3.00963, -2.01447], [0.73932, 2.71115, -0.67365], [2.57725, -1.39973, -2.00098], [1.22540, -0.87268, -1.51736], [1.74301, -1.69864, -1.61098]],
  "forces_ev_per_angstrom": [[-0.1, -0.1, 0.1], [0.3, 0.3, 0.1], [-0.8, -0.4, -0.8], [-0.1, 1.8, 0.1], [0.3, -0.8, -1.0], [0.0, 0.9, 0.6], [0.7, 0.3, 0.5], [0.1, 0.0, -0.1], [0.5, -0.1, 0.2], [0.0, -0.2, 0.2], [0.4, -0.6, -0.2], [-0.4, -0.1, 0.5], [0.0, 0.1, 0.3], [-0.1, 0.1, 0.1], [-0.2, -0.6, -0.5], [-0.2, -0.1, -0.2], [-0.3, -0.2, -0.4], [-0.1, -0.1, 0.2], [-0.2, -0.2, 0.1], [0.1, -0.3, 0.4], [0.2, 0.5, -0.4]],
  "lowdin_charge": [0.3261, 0.4485, -0.5605, -0.3150, -0.1168, -0.3040, -0.0949, -0.1942, 0.0610, 0.0745, 0.1241, 0.0777, 0.0823, 0.1124, 0.1060, 0.0692, 0.0691, 0.0719, 0.0369, 0.0073, -0.0819],
  "energy_ev": -29567.015,
  "de_lowest_kcal_mol": 8.5,
  "smiles": "CCNCCSS.O",
  "e_lumo_ev": 0.49
}

***

No. 6
{
  "formula": "C4H13NPS",
  "method": "ωB97M-V with the def2-TZVPD basis set",
  "symbols": ["C", "C", "C", "C", "N", "P", "S", "H", "H", "H", "H", "H", "H", "H", "H", "H", "H", "H", "H", "H"],
  "coordinates": [[1.11049, -1.84768, -0.55683], [0.56333, 1.36895, -1.76272], [0.68051, 1.89531, 1.36646], [-2.82705, -0.79208, 0.56274], [0.90147, -0.69015, 0.19736], [0.02016, 0.59807, -0.11826], [-1.96464, 0.33418, -0.70229], [2.08559, -1.99860, -0.98643], [1.00029, -2.65437, 0.05863], [0.33491, -1.92088, -1.39717], [-0.29349, 1.66633, -2.49987], [1.07057, 0.43644, -2.06059], [1.19818, 2.27558, -1.54366], [0.58570, 1.34890, 2.19244], [0.05283, 2.76107, 1.24678], [1.67234, 2.07857, 1.06949], [-3.03254, -0.12673, 1.40618], [-2.03224, -1.61660, 0.76476], [-3.75621, -1.33215, 0.27906], [1.62895, -0.42557, 0.84606]],
  "forces_ev_per_angstrom": [[-1.2, -0.6, -3.4], [-1.4, 0.3, 0.6], [-2.0, -0.6, -5.4], [2.0, -0.9, 0.4], [0.8, 1.2, 1.5], [-0.5, 4.1, -0.4], [-0.5, -0.9, 0.7], [0.6, 0.7, -0.4], [-0.7, -2.4, 1.5], [1.1, 0.1, 1.2], [1.6, -0.7, 1.5], [0.4, 0.9, -0.8], [-0.4, -1.3, -0.4], [-0.4, -1.8, 3.7], [-0.2, 0.3, 0.3], [1.3, 0.3, -0.3], [0.1, -0.6, 0.0], [-1.5, 1.5, 0.1], [0.7, 0.9, -0.6], [0.1, -0.4, 0.3]],
  "lowdin_charge": [-0.1351, -0.2113, -0.0405, -0.3603, -0.2827, 0.6086, 0.6440, 0.0958, 0.0564, 0.1257, 0.0798, 0.0322, 0.0677, -0.0147, 0.0513, 0.0314, 0.0243, 0.0572, 0.0565, 0.1137],
  "energy_ev": -25965.682,
  "de_lowest_kcal_mol": 15.0,
  "total_charge": 1,
  "e_lumo_ev": -3.35
}